The following is a quantum chemistry calculation of a cluster of 10 separate species, C9H36ClO13 in total, from OMol25.

As for the energy above the lowest of the compared OMol25 structures with the same formula, charge and spin: 549.5 kJ/mol. For the HOMO-LUMO gap, the calculation gives 10.04 eV. The total charge is -1.

Last column: Mulliken charge in e.
Element x y z (Å)
Cl: 0.05970 -0.56532 -0.15142  1.55
O: -1.15450 -0.09697 0.47090  -0.54
O: -4.46229 2.50724 0.35598  -0.57
O: -0.77722 0.28209 3.65148  -0.51
O: -4.14047 -3.65161 -1.76633  -0.57
O: -0.04144 -1.89153 -0.68501  -0.69
O: 2.24969 -1.97034 3.22297  -0.45
O: 5.64590 0.84448 2.50661  -0.57
O: -4.02491 -1.14444 -3.09018  -0.53
O: 0.35028 0.34027 -1.21189  -0.71
O: -0.43217 4.49053 1.28972  -0.55
O: 1.19857 -0.51964 0.73451  -0.66
O: 0.76737 -3.16840 -5.02190  -0.56
O: 2.87340 1.79669 -2.34509  -0.51
C: 0.56190 3.58035 0.93206  -0.60
C: 0.97947 -2.37006 -3.88993  -0.10
C: -3.37415 0.07125 -2.63692  -0.38
C: -3.24149 3.22098 0.62119  -0.43
C: 4.56604 0.01495 2.50352  -0.17
C: 2.65958 -3.22806 2.75600  -0.54
C: -1.60371 1.47073 3.54141  -0.23
C: -3.42204 -3.18302 -0.59839  -0.22
C: 3.97671 1.05884 -2.55586  -0.53
H: 0.93609 2.95165 1.74003  0.21
H: 1.42224 -2.97399 -3.09789  0.18
H: -3.01574 -3.99304 0.00733  0.36
H: 0.22699 2.93751 0.11801  0.24
H: 4.16520 0.42312 -1.69075  0.19
H: 4.08306 0.09924 3.47703  0.29
H: -0.76274 4.87910 0.47648  0.33
H: -2.39123 2.58867 0.87682  0.07
H: -3.75221 -1.87859 -2.53497  0.30
H: 1.81356 -1.49849 2.50970  0.36
H: -3.72628 0.35138 -1.64413  0.27
H: -2.96563 3.77599 -0.27545  0.27
H: -1.19771 2.18513 2.82524  -0.11
H: -1.76756 2.01885 4.46921  0.36
H: 2.13545 1.27028 -2.02899  0.37
H: -4.78408 -4.27572 -1.42304  0.30
H: -3.51042 0.84416 -3.39332  0.33
H: -4.71181 1.90531 1.06097  0.30
H: -2.28761 0.05454 -2.55164  0.00
H: 3.95806 0.40775 -3.42984  0.22
H: -3.36506 3.97900 1.39465  0.35
H: -0.79179 -0.09915 2.77055  0.27
H: 2.09665 -3.60181 1.90071  0.24
H: 1.74018 -1.60019 -4.01922  0.18
H: 1.44351 4.13643 0.61325  0.35
H: 3.80548 0.29520 1.77475  0.05
H: 4.80414 1.75502 -2.69293  0.27
H: 3.72400 -3.15422 2.53317  0.22
H: 2.58602 -3.89447 3.61542  0.23
H: 4.83513 -1.02441 2.31532  0.08
H: 5.40525 1.72932 2.22246  0.33
H: -0.03247 -2.82799 -5.42930  0.33
H: -2.60431 -2.47783 -0.74715  -0.17
H: 0.08368 -1.83667 -3.57189  -0.01
H: -2.63461 1.28868 3.23773  0.21
H: -4.17744 -2.62852 -0.04161  0.33

The following is a quantum chemistry calculation of a structure of composition C25H39N5O3ReSSi, from OMol25.

As for the energy above the lowest of the compared OMol25 structures with the same formula, charge and spin: 121.6 kJ/mol. For the HOMO-LUMO gap (spin up / spin down), the calculation gives 6.27 / 6.87 eV. As for the expectation value of S²: 0.862. The total charge is +2. As for the spin multiplicity: 2.

Last column: Mulliken spin population.
Element x y z (Å)
Re: -1.41218 0.78806 0.15569  0.49
S: 1.34930 0.13282 1.14120  -0.02
Si: 1.13619 -2.77214 0.48829  -0.01
O: 0.84154 1.32577 0.45639  -0.01
O: 0.71582 -1.07341 0.36457  -0.01
O: 0.98269 0.02562 2.52429  0.01
N: -1.92881 0.55259 2.30702  -0.03
N: -1.15418 2.67061 -0.75138  0.01
N: -2.50253 -0.85451 0.00351  0.03
N: -3.36517 2.45913 0.74838  -0.03
N: -1.32969 0.43387 -1.76817  0.09
C: -1.57284 -1.14980 -3.53237  0.07
C: 5.78607 -0.03086 0.31075  0.00
C: -3.25761 -2.74424 -1.48835  -0.02
C: -0.27604 3.89610 -2.70739  0.00
C: -0.85408 1.37280 -2.63219  0.01
C: -1.77260 -0.78978 -2.19339  0.09
C: -0.64923 1.04289 -3.95908  0.05
C: 5.31026 -0.24273 1.60774  0.00
C: 3.50934 0.26297 -0.44372  0.00
C: -0.98421 -0.24414 -4.39289  0.00
C: -2.84972 3.81788 0.50648  0.01
C: -0.74846 2.67674 -1.98549  0.00
C: -2.49856 -1.49444 -1.17548  0.20
C: 3.06812 0.03507 0.85589  0.00
C: 3.96048 -0.19148 1.89400  0.00
C: -2.61488 1.67860 2.95274  0.01
C: 2.39609 -3.08840 1.83670  0.00
C: 1.79288 -3.15069 -1.22636  0.00
C: -1.37650 3.83908 0.06066  0.01
C: 4.86573 0.23857 -0.70468  0.00
C: -3.30408 -1.24441 1.16498  0.00
C: 7.25371 -0.11335 0.03028  0.00
C: -2.59699 -0.77476 2.45080  0.04
C: -0.44930 -3.65719 0.95368  0.02
C: -3.78928 2.13506 2.11106  0.00
H: -3.44860 -2.32330 1.22496  0.00
H: 0.10760 3.64972 -3.69213  0.00
H: -2.58612 -3.60309 -1.56555  0.01
H: -3.31940 -0.75470 3.26856  0.00
H: 7.83179 0.33770 0.83528  0.00
H: -3.76457 -2.64352 -2.44787  0.01
H: -4.26426 2.98579 2.60811  0.00
H: -0.68962 -3.53228 2.01074  0.00
H: 2.25079 -2.44250 2.70270  0.00
H: -0.30358 -4.72873 0.79449  0.00
H: 5.22022 0.44077 -1.70700  0.00
H: 3.41806 -2.96185 1.48015  0.00
H: -3.44115 4.28453 -0.28097  0.00
H: 2.79083 0.46677 -1.22829  0.00
H: -4.52835 1.33465 2.05354  0.00
H: 2.23220 -2.27103 -1.69853  0.00
H: 7.55060 -1.16275 -0.03373  0.00
H: -1.09005 4.61325 -2.82852  0.00
H: -4.10965 2.25044 0.09918  0.00
H: 6.01633 -0.44180 2.40362  0.00
H: -1.89642 2.49373 3.05647  0.00
H: -0.24315 1.75657 -4.66103  0.00
H: -1.17690 4.77299 -0.46648  0.00
H: -0.71279 3.78100 0.92623  0.00
H: 1.02123 -3.54176 -1.89230  0.00
H: 2.57034 -3.91433 -1.15933  0.00
H: -4.29043 -0.77998 1.07425  0.00
H: -2.97004 1.40581 3.94964  0.00
H: 7.51711 0.36507 -0.91044  0.00
H: -1.87438 -2.12724 -3.88225  0.01
H: -2.94761 4.42735 1.40609  0.00
H: 2.30159 -4.12054 2.18095  0.00
H: 0.51742 4.38217 -2.13924  0.00
H: 3.60219 -0.31199 2.90767  0.00
H: -1.30927 -3.35336 0.36044  -0.01
H: -1.01456 0.47297 2.74821  0.00
H: -4.01049 -2.96172 -0.73552  0.00
H: -1.81988 -1.49587 2.69936  -0.02
H: -0.81826 -0.51688 -5.42566  0.00

The following is a quantum chemistry calculation of a structure of composition C6H6N2, from OMol25.

As for the energy above the lowest of the compared OMol25 structures with the same formula, charge and spin: 506.5 kJ/mol. For the HOMO-LUMO gap, the calculation gives 7.87 eV.

Last column: Mulliken charge in e.
Element x y z (Å)
N: 0.91993 -1.15713 0.94234  -0.84
N: 1.06762 -0.04693 0.25444  0.71
C: -2.37595 -0.11960 -0.42945  -0.48
C: -0.32159 -1.59770 0.98009  -0.26
C: -0.38388 0.30103 -0.19093  0.24
C: 2.21785 0.70088 -0.10521  -0.78
C: -1.60298 0.85598 -0.90763  -0.52
C: -1.17005 -0.70938 0.41348  -0.03
H: 2.03008 1.13086 -1.05042  0.27
H: -3.45117 -0.14002 -0.54034  0.36
H: 2.28382 1.40774 0.69342  0.34
H: -0.56674 -2.35393 1.73305  0.35
H: 3.16721 0.14589 -0.08378  0.29
H: -1.81415 1.58231 -1.70904  0.34

The following is a quantum chemistry calculation of a structure of composition C28H25N5OPtS, from OMol25.

For the HOMO-LUMO gap (spin up / spin down), the calculation gives 7.41 / 3.72 eV. As for the expectation value of S²: 6.042. The total charge is +4. As for the spin multiplicity: 5.

Last column: Mulliken spin population.
Element x y z (Å)
Pt: -0.42828 0.36750 0.49892  1.44
S: 1.99809 -0.37858 2.36999  0.03
O: 0.97562 -1.20204 1.60488  0.05
N: -1.90695 -0.76743 -0.66805  0.18
N: -2.38142 -1.80723 -2.57269  0.00
N: -0.49311 3.37849 -2.36723  0.00
N: 0.68357 -0.04144 -1.47451  0.18
N: -0.87850 2.08642 -0.63376  0.16
C: 1.02320 3.43108 3.33146  0.03
C: -0.30906 1.00895 2.88243  -0.03
C: -5.78147 -1.98073 -1.03122  0.26
C: -2.68809 3.53921 0.42158  0.01
C: -3.21448 -1.08399 -0.62641  0.22
C: -1.43755 -1.21893 -1.85641  0.08
C: 1.30394 -2.15817 4.38551  -0.02
C: 1.50366 -2.70001 5.63991  0.27
C: 2.62344 -2.27299 6.46102  0.26
C: -3.56942 -1.76096 -1.83062  0.02
C: -3.07791 5.56928 -0.86084  0.00
C: 3.47338 -1.24284 6.04025  0.01
C: -0.35798 3.35638 3.45716  -0.01
C: 1.09520 1.10771 2.79543  0.11
C: 3.27184 -0.70107 4.80118  0.14
C: 1.76688 2.29954 2.99740  0.02
C: 0.00380 -1.11712 -2.22570  0.00
C: -5.45479 -1.29796 0.17332  0.05
C: -1.47014 4.02992 -1.61261  -0.01
C: -4.82160 -2.22622 -2.06503  0.14
C: 0.84540 1.24856 -2.20068  -0.01
C: -0.18456 2.23583 -1.74557  0.00
C: -1.02185 2.15295 3.24341  0.03
C: -3.35624 4.73044 0.23515  0.00
C: -4.19248 -0.84156 0.39361  0.11
C: -1.72154 3.20159 -0.52184  -0.01
C: 2.15551 -1.14220 3.99153  0.25
C: -2.13617 5.23605 -1.80737  0.00
H: 0.78271 1.09683 -3.27993  0.00
H: 1.84518 1.63531 -1.99562  0.00
H: 2.84369 2.36345 2.89019  0.00
H: -2.26799 -2.21872 -3.49257  0.00
H: 0.50740 -2.50364 3.74054  0.01
H: -2.91283 2.89107 1.25789  0.00
H: 0.46664 -2.07443 -1.96578  0.01
H: -6.22940 -1.14379 0.91233  0.01
H: 2.81628 -2.79161 7.39356  0.00
H: 1.53210 4.37147 3.50059  0.00
H: 0.11600 -0.99617 -3.30580  0.00
H: 3.96553 0.03485 4.40852  0.00
H: 4.30568 -0.93103 6.65687  0.01
H: -5.10475 -2.75328 -2.96798  0.00
H: -0.08517 3.72209 -3.22530  0.00
H: -3.62326 6.49714 -0.96543  0.00
H: -0.91926 4.23746 3.73989  0.00
H: -1.93408 5.87880 -2.65367  0.00
H: -4.11794 5.03205 0.94136  0.00
H: 1.59799 -0.38613 -1.20394  -0.01
H: -2.09284 2.09200 3.38624  0.00
H: -3.92726 -0.31215 1.29869  0.00
H: -0.79012 0.03134 2.94844  -0.01
H: 0.82090 -3.44318 6.03388  0.00
H: -6.79654 -2.33002 -1.18203  0.00